The following is a quantum chemistry calculation of a structure of composition C23H27B2F4IrN8O4S in a non-equilibrium geometry, from the OMol25 dataset.

The geometry in XYZ format:
```
70
Properties=species:S:1:pos:R:3:forces:R:3
Ir 9.7233 10.5422 12.0867 1.038 -3.256 -1.837
C 11.9151 14.2703 11.7715 -1.071 0.491 -1.796
C 11.4817 12.8249 11.8556 1.332 0.352 0.834
N 10.4107 12.2495 11.2523 -1.230 1.020 -1.328
O 9.7956 13.0215 10.3157 0.029 -1.030 0.941
B 8.2654 13.0669 10.2135 -0.306 1.916 -1.142
F 7.7240 12.3591 9.1258 0.807 -0.569 1.173
F 7.9908 14.4051 10.0055 0.165 -1.167 0.666
O 7.6240 12.6580 11.5571 0.359 -0.105 0.658
N 8.1444 11.8221 12.4476 -0.910 1.927 -0.732
C 7.5592 11.7570 13.6423 -0.616 -0.925 1.929
C 6.3893 12.5941 14.0912 -0.357 -0.035 -0.832
C 8.1233 10.7469 14.5226 -1.853 1.722 0.036
N 9.2088 10.1618 14.0078 1.605 -1.454 1.251
O 9.9832 9.5118 14.8982 -1.437 1.248 -1.159
B 11.3347 9.0009 14.5504 2.285 -2.503 1.260
F 12.0904 8.9653 15.7085 -0.983 0.602 -0.816
F 11.2944 7.6938 14.0364 -0.735 1.073 -0.379
O 12.1280 9.8897 13.6098 -1.022 0.738 -0.385
N 11.5239 10.7799 12.8221 1.380 0.038 2.128
C 12.1400 11.9487 12.7303 0.323 1.941 -0.169
C 13.3448 12.3962 13.5086 0.522 -1.929 0.347
C 7.5589 10.4630 15.9165 0.685 -0.941 -0.229
H 11.0306 14.8018 11.3594 0.676 -0.034 0.044
H 12.7743 14.4631 11.0680 -0.760 -0.330 0.713
H 12.1325 14.7659 12.7254 0.095 -0.685 -0.054
H 6.2584 13.3732 13.3258 -0.164 -0.101 0.486
H 6.5784 13.0576 15.0728 -0.065 -0.271 -0.346
H 5.4204 12.0024 14.1405 1.236 0.490 0.008
H 13.5605 11.5905 14.2365 -0.039 0.587 -0.157
H 13.2080 13.3316 14.0549 -0.079 -0.064 -0.345
H 14.2481 12.4180 12.8661 -0.518 0.363 0.212
H 6.4435 10.2983 15.9471 1.193 0.398 -0.297
H 7.8547 11.2423 16.6683 -0.259 -0.517 -0.794
H 8.0710 9.5150 16.2025 -0.614 0.686 0.244
C 5.7497 9.0795 10.8368 -0.756 -0.402 -0.209
C 5.9038 7.7243 11.1482 -0.387 0.713 -0.111
C 7.1804 7.2311 11.3499 0.235 -0.134 -0.125
C 8.2814 8.1119 11.3396 -0.226 -0.794 0.933
N 8.0672 9.4585 11.2960 -1.027 0.355 -1.905
C 6.8543 9.8886 10.8113 1.464 0.247 0.647
C 9.6867 7.6909 11.4038 -2.044 0.284 0.154
C 10.1261 6.3826 11.2431 0.752 -1.291 -0.582
C 11.4648 6.1264 10.9489 -1.677 -1.509 -0.009
C 12.3657 7.1990 10.8517 -0.190 0.322 0.410
C 11.9146 8.4801 11.2015 0.298 0.854 -0.255
C 10.5946 8.7483 11.5002 1.739 1.468 0.210
H 4.7772 9.5584 10.6223 0.571 -0.642 -0.089
H 5.0114 7.1159 11.1536 0.145 -0.348 0.208
H 7.3230 6.1765 11.5669 0.068 0.137 -0.242
H 6.7819 10.8750 10.3481 0.182 -0.106 0.798
H 9.3659 5.6070 11.2326 0.433 -0.188 0.016
H 11.7833 5.0803 10.7339 -0.222 1.016 0.250
H 13.3942 6.9895 10.5771 -0.029 0.242 0.057
H 12.6330 9.2939 11.2143 -0.008 -0.241 -0.005
C 7.5159 8.6921 6.9398 -0.059 -1.214 0.327
C 7.9794 10.0568 6.5284 0.603 1.451 -0.122
C 9.2347 10.4768 7.2419 0.985 1.022 -1.440
N 9.7705 9.7435 8.1950 1.621 -0.079 2.048
N 10.9378 10.1886 8.7054 -1.602 -1.559 0.032
C 11.3711 11.2746 8.0924 0.602 2.820 -1.538
N 12.4505 11.9873 8.4641 -1.106 -1.333 0.288
S 10.3425 11.8088 6.7526 -0.818 -0.914 0.785
H 6.6688 8.3205 6.3377 0.357 0.421 0.280
H 7.2616 8.6365 8.0105 -0.149 0.214 -0.379
H 8.3375 7.9770 6.8238 -0.183 0.019 -0.158
H 7.2265 10.8516 6.7126 0.256 -0.267 -0.123
H 8.2325 10.1382 5.4516 -0.305 -0.138 0.337
H 13.0127 11.6897 9.2601 -0.169 -0.127 -0.283
H 12.6854 12.8842 8.0646 -0.069 0.025 -0.336
```
Positions in Å, forces in eV/Å.

Summary:
* <S²>: 8.84
* 2S+1: 6
* total charge: +3
* DFT total energy: -70266.7984 eV
* orbital gap (spin up / spin down): 4.4 / 4.9 eV

natural (NBO) atomic charge list, values in e, 8 entries: Ir 1.185; C -0.694; C 0.200; N -0.129; O -0.479; B 1.263; F -0.531; F -0.492